{"formula": "CH3N2O3S", "method": "ωB97M-V with the def2-TZVPD basis set", "elements": ["C", "N", "N", "O", "O", "O", "S", "H", "H", "H"], "positions_angstrom": [[-1.008, -0.227, -2.599], [-0.690, -0.534, -1.510], [1.412, 0.183, 0.999], [-0.080, 0.427, 2.937], [-1.376, -0.047, -3.714], [-1.078, -0.386, 0.830], [-0.146, 0.659, 1.516], [2.030, -0.089, 1.727], [-0.845, -0.675, -0.431], [1.781, 0.689, 0.245]], "e_tot_ev": -21045.0636, "gap_ev": 8.138, "molar_mass_g_mol": 123.1, "total_charge": -1, "de_lowest_ev": 0.000, "spin_multiplicity": 1, "max_force_ev_per_a": 2.92}

=====

{"formula": "CH3N2O4", "method": "ωB97M-V with the def2-TZVPD basis set", "elements": ["C", "N", "N", "O", "O", "O", "O", "H", "H", "H"], "positions_angstrom": [[1.000, 0.669, -0.109], [-1.730, -0.827, 0.441], [-1.657, 0.435, 0.057], [-0.818, 0.726, -0.856], [-2.375, 1.227, 0.704], [1.717, 0.793, -1.132], [-1.145, -1.868, -0.167], [0.924, 1.544, 0.592], [0.652, -0.364, 0.377], [-2.479, -0.899, 1.126]], "e_tot_ev": -12250.7954, "gap_ev": [8.005, 8.004], "molar_mass_g_mol": 107.0, "total_charge": -1, "de_lowest_ev": 4.045, "spin_multiplicity": 1, "max_force_ev_per_a": 2.77}

=====

{"formula": "CH3N2OS", "method": "ωB97M-V with the def2-TZVPD basis set", "elements": ["C", "N", "N", "O", "S", "H", "H", "H"], "positions_angstrom": [[0.008, 0.708, -0.505], [-0.203, 1.741, 0.121], [0.200, -0.544, -0.125], [0.048, -1.230, 1.406], [-0.209, -2.672, 1.629], [0.135, 0.746, -1.656], [-0.281, 2.635, -0.233], [0.302, -1.384, -0.637]], "e_tot_ev": -16934.2793, "gap_ev": [5.456, 7.757], "molar_mass_g_mol": 91.1, "total_charge": 1, "de_lowest_ev": 4.358, "spin_multiplicity": 1, "max_force_ev_per_a": 2.57}